60
Properties=species:S:1:pos:R:3:forces:R:3:mulliken_charge:R:1 method="wB97M-V/def2-TZVPD" max_force_ev_per_a=0.15 relative_energy_kcal_mol=0.0 total_charge=+4 energy_ev=-81375.5835 homo_ev="-19.374 / -19.374"
W 0.346 0.366 -0.317 0.07 0.09 0.10 1.970
C 0.182 -4.839 1.248 0.00 0.02 -0.03 -0.969
N 0.019 -3.823 0.182 0.02 0.02 0.05 0.072
C -0.308 -4.349 -1.157 -0.01 0.03 0.01 -0.994
C 0.136 -2.562 0.428 -0.01 -0.05 -0.05 1.091
O -0.001 -1.663 -0.498 0.00 -0.01 -0.02 -0.935
C 0.452 -2.030 1.804 0.04 0.00 0.03 -1.436
O 0.142 -0.624 1.777 -0.02 -0.01 -0.04 -0.139
C -1.026 -0.197 2.509 -0.02 0.01 0.02 -1.520
C -2.006 0.394 1.515 -0.05 0.01 -0.02 1.225
O -1.530 0.655 0.330 0.00 0.01 0.03 -1.059
N -3.235 0.638 1.811 0.04 -0.02 0.03 0.158
C -3.804 0.384 3.151 0.02 0.01 -0.02 -1.018
C -4.193 1.190 0.831 0.03 -0.01 0.00 -0.943
H 0.448 -5.779 0.772 0.01 0.00 0.01 0.388
H 0.983 -4.564 1.930 -0.01 -0.01 0.02 0.444
H -0.760 -4.972 1.781 0.00 -0.01 0.00 0.341
H -1.156 -5.023 -1.052 0.00 0.00 -0.02 0.419
H -0.559 -3.538 -1.830 0.00 -0.02 -0.01 0.309
H 0.550 -4.910 -1.526 -0.01 0.00 -0.01 0.379
H -0.101 -2.531 2.597 0.00 0.00 -0.02 0.652
H 1.520 -2.128 2.015 -0.01 0.00 0.01 0.474
H -1.456 -1.040 3.048 0.00 0.02 0.00 0.784
H -0.715 0.559 3.233 0.00 -0.01 0.00 0.482
H -3.029 0.312 3.908 -0.01 -0.01 0.01 0.447
H -4.451 1.223 3.400 -0.01 -0.01 0.01 0.384
H -4.401 -0.527 3.120 0.00 0.00 0.01 0.357
H -3.773 1.164 -0.167 -0.02 0.01 0.00 0.321
H -5.096 0.583 0.874 0.00 0.01 -0.01 0.386
H -4.438 2.211 1.124 -0.01 0.00 -0.01 0.370
N 2.843 -1.812 -1.659 0.00 0.01 0.03 -0.213
C 3.184 -1.034 -0.634 0.02 -0.03 -0.07 0.420
N 2.356 -0.156 -0.027 0.03 0.03 0.00 -0.049
C 3.029 0.518 1.021 0.08 -0.02 0.03 -0.567
C 4.297 0.124 1.206 -0.06 0.01 -0.03 -0.139
S 4.749 -1.093 0.067 -0.02 0.01 0.02 -0.050
C 2.275 1.573 1.676 0.02 0.02 0.06 -0.300
C 2.625 2.406 2.669 -0.02 -0.04 -0.05 -0.301
S 1.381 3.559 2.978 -0.01 0.00 0.00 -0.025
C 0.411 2.865 1.749 0.00 0.02 0.00 -0.051
N 0.986 1.806 1.159 0.00 -0.03 -0.04 0.924
N -0.817 3.326 1.455 -0.02 -0.02 -0.01 -0.219
H 1.993 -1.638 -2.173 0.01 -0.01 0.01 -0.008
H 3.551 -2.363 -2.125 0.00 0.00 0.00 0.306
H 5.018 0.494 1.919 0.00 0.00 0.01 0.493
H 3.548 2.439 3.229 0.01 0.00 0.00 0.506
H -1.113 4.196 1.878 0.01 0.00 0.00 0.279
H -1.190 3.154 0.533 0.01 0.01 0.00 0.201
S 0.749 2.406 -1.347 -0.05 -0.01 0.00 -0.133
C 0.430 2.403 -3.049 0.01 0.00 -0.04 0.577
C 0.562 3.535 -3.839 0.00 -0.03 0.01 -0.755
C 0.292 3.412 -5.201 0.01 0.02 0.00 -0.634
C -0.094 2.194 -5.756 -0.01 -0.02 -0.01 -0.661
C -0.221 1.057 -4.968 0.02 0.02 0.02 -0.645
C 0.048 1.180 -3.607 0.02 0.04 -0.04 0.611
S -0.065 -0.141 -2.517 -0.07 -0.03 0.01 0.055
H 0.866 4.485 -3.420 0.00 0.00 0.00 0.508
H 0.385 4.283 -5.837 0.00 0.00 0.00 0.450
H -0.298 2.130 -6.817 0.00 0.00 0.00 0.455
H -0.521 0.112 -5.403 0.00 -0.01 0.01 0.526



64
Properties=species:S:1:pos:R:3:forces:R:3:mulliken_charge:R:1 method="wB97M-V/def2-TZVPD" max_force_ev_per_a=8.15 relative_energy_kcal_mol=0.0 total_charge=-2 energy_ev=-68002.8026 homo_ev=-2.302
N 10.625 7.352 -3.743 4.31 2.86 2.39 -0.132
S 10.059 7.735 -5.068 -6.33 -1.97 -4.75 1.018
O 10.695 7.108 -6.215 -0.24 1.61 0.27 -0.642
O 9.272 8.970 -5.108 2.09 -0.38 -0.85 -0.648
F 8.809 6.741 -4.903 -0.73 -0.84 -0.22 -0.349
S 11.739 8.638 -3.739 3.21 -0.58 2.96 1.062
O 11.469 9.578 -2.684 -0.34 -0.24 -1.67 -0.550
O 12.368 9.080 -4.999 -1.76 -0.59 1.87 -0.671
F 12.926 7.793 -3.081 -0.19 0.22 -0.45 -0.223
N 12.414 7.795 0.616 0.40 1.47 0.16 1.270
O 11.825 8.854 0.706 -1.68 1.64 -0.88 -0.684
O 12.402 7.111 -0.388 -0.08 -1.21 -1.01 -0.718
O 13.114 7.516 1.599 1.89 -2.08 1.65 -0.919
C 13.702 9.398 4.805 1.02 0.56 0.45 -1.442
C 12.434 9.994 4.202 -0.68 -3.22 0.70 0.834
C 12.611 11.060 3.163 0.30 -0.62 -0.69 -0.615
O 11.468 11.857 3.170 0.59 1.60 1.08 -0.285
C 11.592 12.966 4.070 -2.10 -0.29 -0.81 -0.957
N 11.616 8.853 3.678 0.03 0.96 0.02 -0.656
H 14.485 10.156 4.844 0.41 0.09 -0.05 0.384
H 14.105 8.510 4.319 -0.18 0.20 -0.52 0.273
H 13.576 9.100 5.846 -0.40 -0.03 0.15 0.340
H 11.843 10.340 5.049 0.04 0.85 -0.05 0.243
H 12.697 10.719 2.131 -0.06 -0.80 0.14 0.201
H 13.550 11.578 3.357 0.02 0.70 0.23 0.298
H 11.857 13.847 3.486 0.31 0.22 0.20 0.299
H 12.146 12.907 5.007 0.71 -0.68 -0.29 0.373
H 10.560 13.062 4.406 -0.16 0.65 0.11 0.309
H 12.224 8.421 2.996 -0.14 -0.24 -0.97 0.209
H 11.525 8.116 4.363 -0.04 0.14 0.64 0.243
C 13.917 2.406 -1.182 0.97 -0.04 -0.25 -1.468
C 14.172 3.865 -0.904 -0.71 -0.11 -0.89 0.445
C 14.043 4.747 -2.202 -0.16 0.63 0.96 -0.764
O 12.802 4.668 -2.883 -0.54 -0.98 -0.26 -0.310
C 12.863 4.963 -4.254 0.60 0.41 -1.16 -0.998
N 13.276 4.238 0.144 -0.93 0.78 0.95 -0.685
H 14.558 2.161 -2.028 -0.30 -0.55 -0.31 0.330
H 12.857 2.201 -1.336 0.18 0.00 -0.15 0.277
H 14.317 1.865 -0.325 -0.31 -0.40 0.09 0.453
H 15.127 3.935 -0.385 1.12 0.30 -1.34 0.381
H 14.846 4.499 -2.895 0.31 -0.08 -0.01 0.472
H 14.088 5.792 -1.895 0.62 0.18 0.11 0.366
H 13.507 4.311 -4.844 0.35 -0.90 0.28 0.451
H 13.272 5.930 -4.549 0.09 0.54 0.81 0.354
H 11.924 4.963 -4.808 -0.52 -0.28 0.92 0.280
H 13.459 5.204 0.373 -0.67 0.79 -0.13 0.094
H 13.636 3.787 0.973 -0.24 -0.46 0.34 0.272
C 11.626 13.623 0.087 -0.12 1.05 0.42 -1.228
C 10.656 12.885 -0.936 3.42 -0.98 3.37 0.148
C 10.991 13.150 -2.355 0.46 0.34 -0.23 -0.809
O 12.380 12.924 -2.586 0.24 0.74 -0.11 -0.262
C 12.692 13.254 -3.918 0.19 -0.87 -0.38 -0.843
N 11.069 11.513 -0.537 -1.15 -0.17 -1.14 -0.425
H 12.563 13.111 0.308 0.05 -0.37 -0.82 0.381
H 11.235 13.624 1.105 -0.74 0.01 -0.12 0.243
H 11.952 14.645 -0.103 -0.39 0.36 -0.47 0.366
H 9.646 13.100 -0.587 -0.20 -0.08 -0.68 0.340
H 10.787 14.210 -2.501 -0.32 0.25 -0.81 0.472
H 10.493 12.456 -3.032 -0.70 0.29 -0.10 0.460
H 12.191 12.581 -4.614 -0.45 -0.12 -0.08 0.304
H 13.743 13.066 -4.139 0.18 0.18 0.53 0.281
H 12.439 14.273 -4.213 -0.07 0.34 0.26 0.310
H 10.903 10.940 -1.353 -0.69 -0.84 0.20 0.278
H 12.078 11.494 -0.582 0.22 0.04 0.37 0.172



44
Properties=species:S:1:pos:R:3:forces:R:3:mulliken_charge:R:1 method="wB97M-V/def2-TZVPD" max_force_ev_per_a=3.53 relative_energy_kcal_mol=0.0 total_charge=0 energy_ev=-65173.0465 homo_ev=-8.156 smiles="COc1[nH]c(=O)c(C(=O)[C@@H](C)C[C@H](C)C(Cl)(Cl)CCl)c(O)c1OC"
O 1.674 -0.461 -0.767 -0.27 0.68 -0.20 -0.738
O -1.800 0.240 -0.590 1.73 1.07 1.36 -0.626
Cl -2.788 5.481 -2.809 -0.15 -0.30 -0.40 -0.154
Cl 0.453 5.927 -0.048 0.35 -0.10 -0.12 -0.168
Cl -2.227 6.917 -0.200 0.15 0.29 0.37 -0.143
O -1.774 -1.090 2.419 1.21 -1.40 0.23 -0.599
O -0.618 -3.361 3.225 -0.04 0.57 -1.37 -0.517
O 1.426 -4.515 1.371 -0.01 1.04 0.24 -0.343
C 1.001 -1.120 0.019 1.76 0.47 -1.57 -0.061
C -0.916 0.491 0.245 -3.00 1.10 -1.52 -0.090
C -0.649 -1.435 1.717 0.23 -1.05 0.42 0.696
C -0.042 -2.761 2.077 0.75 0.63 -0.62 0.609
C -0.151 -0.648 0.696 0.12 -2.64 2.29 -0.064
C 0.984 -3.219 1.241 -1.67 -0.39 0.65 0.075
N 1.455 -2.425 0.194 -2.05 -0.97 2.57 0.003
C -0.085 -4.570 3.790 0.52 0.50 -0.75 -0.736
C 1.769 -5.230 0.197 -0.06 -0.40 -0.36 -0.801
C 0.549 2.071 1.660 -1.07 -0.04 1.16 -1.757
C -3.184 4.023 0.153 0.26 0.92 -0.75 -1.680
C -1.162 5.382 -2.098 0.18 -0.49 -0.67 -0.706
C -0.905 2.999 -0.138 -0.42 0.05 -0.54 -1.464
C -1.197 5.501 -0.588 -0.41 0.14 0.96 0.655
C -0.805 1.886 0.928 1.38 -0.05 -1.32 0.980
C -1.665 4.273 0.269 -0.60 -0.23 -0.14 0.156
H -1.866 -1.846 3.068 -0.19 1.08 -0.60 0.456
H 2.324 -2.657 -0.222 0.66 0.05 -0.50 0.265
H -0.690 -4.870 4.622 -0.43 0.37 0.51 0.274
H -0.124 -5.385 3.081 0.20 -0.08 -0.27 0.254
H 0.935 -4.357 4.105 0.09 -0.32 0.05 0.323
H 0.957 -5.266 -0.545 0.02 0.06 0.37 0.351
H 2.030 -6.248 0.515 -0.16 0.40 -0.05 0.265
H 2.631 -4.794 -0.283 0.43 0.08 -0.20 0.299
H 1.396 1.900 1.010 0.12 -0.12 -0.24 0.382
H 0.620 3.092 2.083 -0.06 -0.41 -0.35 0.431
H 0.588 1.386 2.523 0.23 0.13 -0.30 0.389
H -3.743 4.933 0.373 0.04 -0.11 0.09 0.474
H -3.515 3.271 0.839 -0.04 -0.63 0.35 0.403
H -3.446 3.746 -0.874 0.02 -0.21 0.32 0.365
H -0.728 4.415 -2.396 -0.10 0.39 0.14 0.244
H -0.603 6.192 -2.580 0.01 -0.22 0.50 0.444
H 0.109 3.257 -0.391 0.54 0.15 -0.14 0.693
H -1.355 2.633 -1.073 -0.06 -0.13 0.37 0.433
H -1.635 1.938 1.612 -0.40 -0.05 0.41 0.415
H -1.463 4.517 1.325 0.19 0.14 -0.40 0.312



31
Properties=species:S:1:pos:R:3:forces:R:3:mulliken_charge:R:1 method="wB97M-V/def2-TZVPD" max_force_ev_per_a=5.12 relative_energy_kcal_mol=193.6 total_charge=+1 energy_ev=-75352.5795 homo_ev="-11.061 / -10.919"
Lu 1.483 1.704 -0.576 0.68 0.10 -0.85 0.927
N 5.029 -1.226 -0.857 1.15 -0.47 -0.25 -0.338
C 3.992 -0.419 -0.659 -1.61 -0.63 1.06 0.564
S 3.785 1.095 -1.495 0.76 -0.21 -0.42 -0.530
N 3.128 -0.925 0.247 0.43 0.26 -0.32 -1.206
N 1.975 -0.262 0.407 -0.98 -1.62 2.29 0.907
C 1.159 -0.769 1.356 1.79 0.74 -1.78 -0.779
C -0.146 -0.171 1.529 1.69 2.48 -1.08 1.596
C -1.214 -1.080 1.787 -0.49 -1.67 -0.89 -0.969
C -2.339 -1.212 1.034 1.65 0.39 2.24 -0.683
C -2.521 1.335 0.112 4.19 -1.40 -2.57 -0.078
C -1.824 2.034 -1.171 2.26 -1.55 0.90 -0.207
N -0.587 1.719 -1.677 -2.90 0.44 0.91 -0.596
H 5.715 -1.099 -1.596 -0.39 0.29 0.42 0.209
H 5.148 -2.051 -0.252 -0.38 0.78 -0.54 0.269
H 1.509 -1.640 1.890 -0.08 -0.20 0.03 0.396
H -0.780 -1.883 2.403 -1.05 -0.05 -0.08 0.369
H -2.915 -2.122 1.064 -0.25 0.04 0.28 0.482
H -3.471 1.748 0.064 -1.72 0.87 0.89 0.611
H -2.309 3.001 -1.417 1.00 -0.47 -0.09 0.439
S 1.089 2.395 1.713 -0.72 0.22 0.49 -0.359
C -0.222 1.211 1.325 -0.37 -0.62 0.49 -0.155
C -1.545 1.791 1.193 -1.50 -0.86 -0.01 -1.103
C -2.671 -0.235 -0.029 -2.82 0.60 -0.85 0.510
C -2.062 -0.991 -1.117 2.78 1.11 -3.31 -0.472
C -0.890 -0.652 -1.801 1.29 0.31 2.05 -0.619
N -0.001 0.431 -1.646 -4.01 0.72 0.06 0.028
H -2.024 1.945 2.139 -0.24 1.10 0.47 0.442
H -3.751 -0.363 -0.256 0.29 0.19 0.51 0.539
H -2.500 -1.915 -1.505 0.01 0.18 0.71 0.424
H -0.241 -1.393 -2.212 -0.46 -1.08 -0.76 0.381



14
Properties=species:S:1:pos:R:3:forces:R:3:mulliken_charge:R:1 method="wB97M-V/def2-TZVPD" max_force_ev_per_a=9.17 relative_energy_kcal_mol=118.3 total_charge=0 energy_ev=-11315.9106 homo_ev=-8.967
C -2.330 -0.587 0.213 1.58 0.73 -2.37 0.031
C -0.363 1.009 -0.125 -2.72 1.03 -1.85 0.047
C 0.927 1.342 -0.145 1.25 -0.16 1.63 -0.526
C 2.266 -0.566 0.153 2.90 -8.21 -2.88 0.223
H -4.164 -0.427 0.542 2.39 2.41 -2.51 0.285
H -2.412 -1.689 0.466 0.36 1.44 0.18 0.270
H -0.361 -1.056 0.386 -1.01 2.97 -2.83 0.285
H -1.220 1.882 -0.399 2.81 -2.22 1.06 0.253
H 1.185 2.291 0.143 0.16 2.55 -0.29 0.360
H 3.381 -0.957 0.205 -1.68 1.07 0.73 0.291
N -3.318 0.183 -0.036 -2.07 -2.93 3.38 -0.545
N -0.920 -0.241 -0.221 -1.16 -4.75 4.34 -0.211
O 2.250 0.690 0.265 -4.12 1.09 -0.76 -0.192
O 1.532 -1.544 -0.280 1.31 4.97 2.17 -0.569



10
Properties=species:S:1:pos:R:3:forces:R:3:mulliken_charge:R:1 method="wB97M-V/def2-TZVPD" max_force_ev_per_a=3.26 relative_energy_kcal_mol=70.2 total_charge=0 energy_ev=-28364.7915 homo_ev="-8.849 / -8.852"
C -1.538 0.885 0.660 1.65 2.01 -0.69 -0.079
C -2.674 -0.050 0.456 0.23 -1.00 -0.81 0.454
C 0.299 -0.377 0.062 1.44 -2.70 -1.13 0.106
N -0.285 0.607 0.574 -1.80 1.38 0.72 -0.325
O -3.790 0.354 0.627 -1.02 0.59 0.67 -0.512
S -2.186 -1.470 -0.365 -0.01 -0.47 0.15 -0.375
S 1.690 -0.915 0.952 0.26 -0.35 -0.05 -0.177
H -1.681 1.984 0.600 -0.71 -0.74 0.40 0.359
H -0.163 -0.910 -0.852 0.68 0.92 0.80 0.381
H 2.356 -1.757 0.111 -0.74 0.35 -0.07 0.168